Record 1
Here is a 11-piece molecular cluster, H22N2O12 overall from OMol25. Energies are from wB97M-V/def2-TZVPD.

E_HOMO   -8.0 eV
E   -27900.4267 eV
Net charge   0
Energy above the lowest of the compared OMol25 structures with the same formula, charge and spin   147.0 kJ/mol
Frontier orbital gap   6.84 eV

Cartesian coordinates (Å):
N  0.202  -0.396  0.138
H  0.324  0.502  0.120
H  -0.751  -0.574  0.206
H  0.383  -0.758  0.988
H  0.474  -0.957  -0.686
N  1.501  0.459  3.677
O  0.908  -0.678  3.847
O  2.192  0.953  4.621
O  1.814  0.740  2.494
O  1.734  1.102  -2.779
H  1.881  1.627  -3.657
H  1.737  0.201  -3.032
O  -0.959  -3.144  1.238
H  -1.119  -3.247  2.160
H  -0.365  -3.903  0.977
O  -0.083  2.397  2.043
H  0.677  1.985  2.207
H  0.392  3.015  1.458
O  -1.197  -0.895  -2.763
H  -0.299  -1.182  -3.059
H  -1.597  -1.691  -2.537
O  -2.569  1.296  1.386
H  -3.147  1.692  2.040
H  -1.741  1.905  1.741
O  -0.537  2.485  -1.361
H  -0.970  2.316  -2.203
H  0.438  2.381  -1.332
O  2.956  1.527  -0.205
H  3.235  0.708  0.040
H  3.021  1.375  -1.150
O  -4.120  -0.221  -0.638
H  -4.077  -0.405  -1.553
H  -3.358  0.260  -0.271
O  1.144  -3.271  -1.382
H  1.054  -3.682  -0.594
H  0.825  -3.920  -2.181

Atom-resolved charges from natural (NBO), all expressed in e:
1 N -0.8025
2 H 0.4370
3 H 0.4425
4 H 0.4578
5 H 0.4386
6 N 0.6816
7 O -0.5551
8 O -0.4643
9 O -0.6174
10 O -0.9608
11 H 0.4980
12 H 0.4685
13 O -0.9526
14 H 0.4943
15 H 0.4599
16 O -0.9535
17 H 0.4809
18 H 0.4734
19 O -0.9274
20 H 0.4583
21 H 0.4717
22 O -1.0183
23 H 0.4712
24 H 0.5182
25 O -0.9787
26 H 0.4871
27 H 0.4922
28 O -0.9266
29 H 0.4594
30 H 0.4666
31 O -0.9708
32 H 0.4633
33 H 0.5039
34 O -0.9600
35 H 0.4682
36 H 0.4952

***

Record 2
Here is C18H23AuN5O2S3 as an isolated structure from OMol25. Energies are from wB97M-V/def2-TZVPD.

E_HOMO   -4.9 eV
E   -66784.7576 eV
Net charge   -1
Frontier orbital gap   7.47 eV

Cartesian coordinates (Å):
Au  0.167  1.767  0.003
C  5.386  0.424  0.345
C  4.762  1.823  0.272
C  5.303  2.538  -0.973
C  5.145  2.624  1.522
C  3.300  1.740  0.187
C  2.096  1.721  0.116
H  6.473  0.500  0.380
H  5.110  -0.163  -0.529
H  5.051  -0.108  1.234
H  6.391  2.616  -0.939
H  4.888  3.541  -1.041
H  5.025  1.992  -1.872
H  6.228  2.714  1.601
H  4.771  2.139  2.421
H  4.715  3.622  1.474
S  -0.312  1.838  3.765
C  0.289  0.404  3.235
N  -0.405  -0.747  3.136
C  0.373  -1.777  2.473
C  1.758  -1.125  2.309
N  1.602  0.162  2.962
H  -1.404  -0.739  3.007
H  -0.099  -2.042  1.525
H  0.405  -2.672  3.104
H  2.024  -0.991  1.255
H  2.541  -1.707  2.809
H  2.171  0.935  2.639
N  -4.315  -3.055  -4.949
C  -3.992  -2.638  -3.665
C  -2.694  -2.800  -3.176
C  -2.400  -2.483  -1.866
C  -3.396  -2.016  -1.030
C  -4.676  -1.819  -1.504
C  -4.976  -2.126  -2.818
S  -2.966  -1.622  0.661
O  -4.188  -1.382  1.400
O  -2.141  -2.706  1.137
N  -2.026  -0.325  0.529
C  -2.575  0.827  0.272
S  -4.319  1.122  0.341
C  -4.018  2.763  -0.165
C  -2.698  2.971  -0.323
N  -1.899  1.894  -0.093
H  -3.540  -3.122  -5.593
H  -5.146  -2.641  -5.344
H  -1.927  -3.189  -3.830
H  -1.409  -2.609  -1.465
H  -5.428  -1.442  -0.831
H  -5.979  -1.988  -3.197
H  -4.823  3.458  -0.296
H  -2.223  3.894  -0.615

Atom-resolved charges from natural (NBO), all expressed in e:
1 Au 0.4641
2 C -0.5837
3 C -0.1653
4 C -0.5836
5 C -0.5831
6 C -0.1020
7 C -0.4489
8 H 0.1904
9 H 0.2103
10 H 0.2081
11 H 0.1883
12 H 0.2114
13 H 0.2098
14 H 0.1887
15 H 0.2096
16 H 0.2142
17 S -0.3000
18 C 0.2953
19 N -0.5944
20 C -0.2328
21 C -0.2329
22 N -0.6167
23 H 0.4262
24 H 0.2397
25 H 0.1802
26 H 0.2112
27 H 0.1786
28 H 0.4288
29 N -0.8034
30 C 0.1731
31 C -0.2674
32 C -0.1770
33 C -0.2956
34 C -0.1755
35 C -0.2861
36 S 2.3027
37 O -0.9701
38 O -0.9783
39 N -0.9159
40 C 0.3034
41 S 0.3359
42 C -0.4880
43 C -0.0212
44 N -0.6143
45 H 0.3760
46 H 0.3752
47 H 0.2017
48 H 0.2379
49 H 0.2391
50 H 0.2006
51 H 0.2253
52 H 0.2106

***

Record 3
Here is a 3-piece molecular cluster, C6H18O3 overall from OMol25. Energies are from wB97M-V/def2-TZVPD.

E_HOMO   -10.0 eV
E   -12655.1709 eV
Net charge   0
SMILES   CCO.CCO.CCO
Energy above the lowest of the compared OMol25 structures with the same formula, charge and spin   107.4 kJ/mol
Frontier orbital gap   10.80 eV

Cartesian coordinates (Å):
C  -3.326  3.586  -1.268
C  -2.377  2.829  -0.314
O  -1.032  3.263  -0.531
H  -4.357  3.324  -1.017
H  -3.161  3.299  -2.310
H  -3.196  4.660  -1.143
H  -2.520  1.769  -0.524
H  -2.683  3.166  0.676
H  -0.982  3.579  -1.437
C  2.012  -2.682  -0.059
C  2.850  -3.881  -0.490
O  2.609  -4.971  0.387
H  0.941  -2.777  -0.195
H  2.300  -1.870  -0.743
H  2.293  -2.242  0.896
H  3.906  -3.590  -0.490
H  2.581  -4.150  -1.518
H  3.133  -5.715  0.073
C  -0.495  -0.323  0.773
C  0.775  0.321  1.296
O  0.406  1.511  2.005
H  -1.184  -0.375  1.621
H  -0.454  -1.386  0.519
H  -0.977  0.175  -0.065
H  1.478  0.643  0.523
H  1.301  -0.352  1.969
H  0.162  2.190  1.366

Atom-resolved charges from natural (NBO), all expressed in e:
1 C -0.6397
2 C -0.0649
3 O -0.7361
4 H 0.2181
5 H 0.1985
6 H 0.2101
7 H 0.1645
8 H 0.1812
9 H 0.4692
10 C -0.6279
11 C -0.0612
12 O -0.7207
13 H 0.2120
14 H 0.2071
15 H 0.2132
16 H 0.1558
17 H 0.1549
18 H 0.4651
19 C -0.6442
20 C -0.0657
21 O -0.7363
22 H 0.2178
23 H 0.2083
24 H 0.2018
25 H 0.1628
26 H 0.1777
27 H 0.4785

***

Record 4
Here is a 2-piece molecular cluster, C6H10NO overall from OMol25. Energies are from wB97M-V/def2-TZVPD.

E_HOMO   -12.1 eV
E   -9909.0581 eV
Net charge   +1
Energy above the lowest of the compared OMol25 structures with the same formula, charge and spin   514.8 kJ/mol
Frontier orbital gap   6.57 eV

Cartesian coordinates (Å):
C  -3.892  0.135  -1.082
C  0.143  0.222  1.404
C  0.894  -0.256  0.565
C  3.443  0.676  -0.495
C  -3.328  -0.303  1.340
C  2.775  -0.682  -0.784
N  -3.654  0.022  0.152
O  1.412  -0.703  -0.522
H  -5.012  0.183  -1.497
H  -0.280  0.686  2.314
H  -3.011  0.275  -1.846
H  3.459  0.830  0.574
H  4.459  0.743  -0.936
H  2.754  1.553  -0.903
H  -3.450  -1.421  1.536
H  -2.938  0.423  2.036
H  3.306  -1.224  -0.088
H  2.921  -1.158  -1.768

Atom-resolved charges from natural (NBO), all expressed in e:
1 C 0.0655
2 C -0.4799
3 C 0.3630
4 C -0.6410
5 C 0.0970
6 C -0.0661
7 N -0.2595
8 O -0.4759
9 H 0.2785
10 H 0.2493
11 H 0.2805
12 H 0.2188
13 H 0.2425
14 H 0.2095
15 H 0.2678
16 H 0.2631
17 H 0.1796
18 H 0.2074

***

Record 5
Here is a 13-piece molecular cluster, C5H35NO14 overall from OMol25. Energies are from wB97M-V/def2-TZVPD.

E_HOMO   -10.1 eV
E   -35911.0473 eV
Net charge   0
Energy above the lowest of the compared OMol25 structures with the same formula, charge and spin   1.8 kJ/mol
Frontier orbital gap   10.16 eV

Cartesian coordinates (Å):
O  0.737  2.407  1.561
C  0.149  1.306  1.464
N  -1.182  1.343  1.359
C  -2.068  0.218  1.077
O  -2.068  -0.660  2.216
C  0.932  0.026  1.575
C  1.520  -0.373  0.213
C  2.981  0.048  0.055
H  -1.690  2.236  1.347
H  -3.071  0.608  0.916
H  -1.780  -0.447  0.266
H  -2.483  -0.305  3.006
H  1.763  0.151  2.284
H  0.354  -0.808  1.972
H  0.928  0.022  -0.624
H  1.450  -1.468  0.118
H  3.612  -0.468  0.816
H  3.089  1.124  0.211
H  3.343  -0.192  -0.939
H  -2.408  -1.894  -1.881
H  -2.848  -0.428  -1.646
O  -3.165  -1.356  -1.619
H  -1.817  4.245  0.812
H  -2.974  4.251  1.872
O  -2.667  3.808  1.075
H  -2.307  -3.583  1.005
H  -1.720  -2.242  1.542
O  -1.480  -3.089  1.089
H  -1.069  -2.747  -0.587
H  -0.271  -3.574  -1.689
O  -0.866  -2.804  -1.548
H  0.169  0.455  -3.238
H  0.695  1.836  -2.731
O  -0.081  1.406  -3.137
H  -0.022  -3.906  1.387
H  1.479  -3.678  1.697
O  0.869  -4.329  1.333
H  0.154  4.580  -0.338
H  0.118  4.044  1.086
O  -0.222  4.777  0.527
H  1.033  -4.618  -0.377
H  0.810  -5.682  -1.492
O  1.003  -4.748  -1.355
H  2.316  2.333  2.324
H  2.996  2.740  3.662
O  3.106  2.183  2.883
H  -1.390  1.246  -2.098
H  -2.768  1.906  -1.601
O  -2.159  1.173  -1.440
H  -0.081  -1.798  -2.621
H  1.351  -1.679  -3.273
O  0.464  -1.287  -3.277
H  2.204  2.346  -1.010
H  2.963  2.724  -2.294
O  2.071  2.619  -1.935

Atom-resolved charges from natural (NBO), all expressed in e:
1 O -0.7410
2 C 0.7316
3 N -0.6298
4 C 0.0935
5 O -0.7810
6 C -0.5325
7 C -0.3996
8 C -0.6020
9 H 0.4495
10 H 0.2023
11 H 0.2084
12 H 0.4935
13 H 0.2612
14 H 0.2300
15 H 0.2171
16 H 0.2066
17 H 0.2155
18 H 0.1902
19 H 0.2123
20 H 0.4824
21 H 0.4907
22 O -1.0110
23 H 0.5067
24 H 0.4748
25 O -0.9902
26 H 0.5034
27 H 0.5259
28 O -0.9931
29 H 0.5074
30 H 0.5175
31 O -1.0343
32 H 0.5099
33 H 0.4989
34 O -1.0042
35 H 0.5068
36 H 0.4772
37 O -0.9791
38 H 0.4853
39 H 0.5070
40 O -0.9734
41 H 0.5075
42 H 0.4793
43 O -0.9887
44 H 0.4936
45 H 0.4666
46 O -0.9875
47 H 0.5195
48 H 0.4861
49 O -1.0228
50 H 0.5102
51 H 0.4770
52 O -0.9969
53 H 0.4894
54 H 0.4887
55 O -0.9562

***

Record 6
Here is a 2-piece molecular cluster, C19H32N2O7 overall from OMol25. Energies are from wB97M-V/def2-TZVPD.

E_HOMO   -7.2 eV
E   -37529.6453 eV
Net charge   0
Frontier orbital gap   7.06 eV

Cartesian coordinates (Å):
C  4.639  -3.928  1.265
C  3.084  -4.153  0.871
O  2.736  -5.328  0.612
N  2.234  -2.949  0.808
C  0.952  -3.098  1.521
C  -0.096  -4.285  1.377
O  0.666  -2.190  2.348
C  2.086  -2.465  -0.588
C  2.567  -0.994  -1.010
O  3.192  -0.143  -0.358
O  2.117  -0.917  -2.380
C  1.266  -2.027  -2.784
C  0.258  -1.869  -4.007
C  1.098  -2.280  -5.341
O  0.301  -2.184  -6.552
C  0.683  -2.513  -1.343
C  -0.483  -1.480  -0.970
O  -1.387  -1.835  -0.118
O  -0.593  -0.188  -1.480
H  4.770  -3.102  2.038
H  5.030  -4.952  1.611
H  5.209  -3.693  0.291
H  -0.394  -4.542  0.309
H  -1.053  -4.005  1.958
H  0.262  -5.271  1.867
H  2.766  -3.164  -1.216
H  2.034  -2.797  -3.178
H  -0.198  -0.834  -4.136
H  -0.600  -2.634  -3.931
H  1.964  -1.541  -5.443
H  1.532  -3.334  -5.281
H  -0.629  -2.009  -6.264
H  0.271  -3.564  -1.517
C  -0.035  1.045  1.708
C  -1.551  1.001  1.640
C  -2.230  2.195  0.982
N  -2.109  3.531  1.721
C  -2.239  3.375  3.217
C  -0.807  4.274  1.367
C  -1.222  5.370  0.407
C  -2.572  5.794  0.941
C  -3.244  4.467  1.223
H  0.329  1.848  2.356
H  0.340  0.105  2.118
H  0.398  1.171  0.711
H  -1.960  0.825  2.640
H  -1.828  0.115  1.054
H  -3.300  1.976  0.921
H  -1.858  2.355  -0.035
H  -1.357  2.862  3.597
H  -3.146  2.806  3.426
H  -2.305  4.370  3.663
H  -0.400  4.696  2.289
H  -0.089  3.585  0.926
H  -1.317  4.972  -0.608
H  -0.505  6.193  0.382
H  -3.135  6.395  0.225
H  -2.461  6.375  1.862
H  -3.654  4.044  0.304
H  -4.026  4.525  1.982

Atom-resolved charges from natural (NBO), all expressed in e:
1 C -0.7217
2 C 0.7342
3 O -0.5472
4 N -0.5895
5 C 0.7309
6 C -0.7221
7 O -0.5353
8 C -0.1372
9 C 0.8148
10 O -0.5561
11 O -0.5277
12 C 0.1358
13 C -0.4567
14 C -0.0628
15 O -0.7308
16 C -0.3484
17 C 0.7271
18 O -0.7385
19 O -0.8242
20 H 0.2442
21 H 0.2407
22 H 0.2405
23 H 0.2451
24 H 0.2540
25 H 0.2379
26 H 0.2270
27 H 0.1638
28 H 0.2572
29 H 0.2167
30 H 0.1746
31 H 0.1642
32 H 0.4663
33 H 0.2399
34 C -0.6322
35 C -0.4580
36 C -0.2009
37 N -0.2212
38 C -0.4047
39 C -0.2126
40 C -0.4258
41 C -0.4273
42 C -0.2022
43 H 0.1613
44 H 0.2680
45 H 0.2418
46 H 0.1898
47 H 0.3150
48 H 0.2135
49 H 0.2417
50 H 0.2429
51 H 0.2291
52 H 0.2145
53 H 0.2141
54 H 0.2619
55 H 0.2235
56 H 0.2431
57 H 0.2434
58 H 0.2088
59 H 0.2299
60 H 0.2256

***

Record 7
Here is an isolated ion of composition C7H12N and charge +1 from OMol25. Energies are from wB97M-V/def2-TZVPD.

E_HOMO   -14.3 eV
E   -8931.1277 eV
Net charge   +1
Energy above the lowest of the compared OMol25 structures with the same formula, charge and spin   566.8 kJ/mol
Frontier orbital gap   10.03 eV

Cartesian coordinates (Å):
C  -0.998  0.320  -1.442
C  -1.629  0.145  -2.522
C  -1.293  0.806  0.039
C  0.049  0.334  -0.387
C  -1.554  2.225  0.205
C  1.467  -1.624  -0.737
C  0.967  -0.848  1.497
N  0.475  -1.014  0.120
H  -1.826  0.095  0.581
H  0.918  0.890  -0.608
H  -0.953  2.996  -0.420
H  -1.380  2.475  1.248
H  -2.551  2.398  -0.140
H  1.058  -2.142  -1.542
H  2.178  -0.892  -1.126
H  2.101  -2.285  -0.285
H  1.766  -0.057  1.427
H  0.238  -0.335  2.079
H  1.265  -1.764  1.840
H  -0.298  -1.723  0.174

Atom-resolved charges from natural (NBO), all expressed in e:
1 C -0.5252
2 C 0.3224
3 C -0.0885
4 C -0.0266
5 C -0.6418
6 C -0.4322
7 C -0.4016
8 N -0.3334
9 H 0.2377
10 H 0.2630
11 H 0.2524
12 H 0.2418
13 H 0.2548
14 H 0.2488
15 H 0.2354
16 H 0.2393
17 H 0.2316
18 H 0.2358
19 H 0.2346
20 H 0.4518